Entry 1:
Below is a 2-piece molecular cluster, C29H42F4NO4 overall, with properties calculated with ωB97M-V with the def2-TZVPD basis set.

Summary:
LUMO energy (alpha / beta) (eV): -1.556 / -1.556
HOMO (alpha / beta) (Eh): -0.34078 / -0.35933
E (a.u.): -1884.925372
Kohn-Sham gap (alpha / beta) (eV): 7.72 / 8.22
Spin multiplicity: 2
<S²>: 0.75

CARTESIAN COORDINATES (ANGSTROEM)
C 6.03 1.70 2.57
C 5.83 0.57 1.92
C 5.77 -0.65 0.87
C 4.60 -0.54 -0.22
C 4.54 0.44 -1.29
C 5.69 1.55 -1.46
F 7.04 1.01 -1.39
F 5.51 2.56 -0.41
C 5.63 2.37 -2.86
F 6.03 1.43 -3.90
F 6.66 3.41 -2.87
C 3.22 0.32 -2.24
O 3.21 0.50 -3.50
C 1.82 -0.10 -1.51
C 0.47 0.58 -2.04
C -0.12 1.76 -1.11
C 1.00 2.72 -0.43
C 0.73 4.31 -0.79
C 1.96 4.81 -1.72
O 1.61 5.90 -2.63
C 2.79 6.15 -3.49
C 2.83 5.16 -4.78
C 1.92 -1.08 -0.47
C 0.62 -1.63 0.30
C 0.09 -0.69 1.51
C 3.40 -1.66 -0.11
O 3.63 -2.87 0.21
H 5.99 2.73 3.09
H 6.77 -0.85 0.32
H 5.58 -1.61 1.51
H 4.59 2.82 -3.07
H 0.58 1.00 -3.11
H -0.34 -0.26 -2.06
H -0.75 2.45 -1.81
H -0.82 1.42 -0.27
H 0.90 2.63 0.72
H 2.08 2.52 -0.76
H -0.31 4.49 -1.25
H 0.76 4.95 0.19
H 2.24 3.90 -2.40
H 2.81 5.13 -1.02
H 3.77 5.99 -2.86
H 2.77 7.24 -3.83
H 3.54 5.52 -5.61
H 1.75 5.01 -5.17
H 3.18 4.13 -4.37
H -0.21 -1.90 -0.45
H 0.94 -2.64 0.80
H -0.87 -0.17 1.15
H 0.89 0.02 1.95
H -0.22 -1.40 2.37
C -4.58 -3.81 -0.71
C -4.99 -3.38 0.73
C -5.44 -4.69 1.44
C -5.55 -4.62 2.96
C -4.33 -3.95 3.58
C -4.06 -2.56 2.95
N -3.92 -2.63 1.46
O -2.72 -3.23 1.18
C -5.21 -1.62 3.37
C -2.81 -1.93 3.62
C -6.19 -2.41 0.50
H -4.18 -2.97 -1.28
H -3.84 -4.61 -0.72
H -5.45 -4.19 -1.26
H -4.72 -5.49 1.21
H -6.40 -5.03 1.04
H -6.47 -4.10 3.26
H -5.64 -5.64 3.36
H -4.47 -3.86 4.66
H -3.45 -4.60 3.45
H -5.07 -0.61 2.95
H -5.25 -1.51 4.46
H -6.20 -1.97 3.07
H -1.92 -2.56 3.53
H -2.97 -1.78 4.69
H -2.59 -0.95 3.18
H -7.14 -2.85 0.80
H -6.28 -2.12 -0.56
H -6.08 -1.45 1.01

Entry 2:
Below is C32H40Br3Cl5ILiOSSbSi3 as an isolated structure, with properties calculated with ωB97M-V with the def2-TZVPD basis set.

Summary:
LUMO energy (eV): 2.149
HOMO (Eh): -0.19786
E (a.u.): -13153.917774
Kohn-Sham gap (eV): 7.53
Charge: -1

CARTESIAN COORDINATES (ANGSTROEM)
Li -0.28 1.55 -0.33
Br 1.52 1.72 -3.12
C 1.19 3.59 -3.46
Br 1.13 4.64 -1.85
H 0.22 3.66 -3.93
H 1.98 3.96 -4.08
C 7.89 -0.97 2.39
C 8.46 -0.42 3.67
O 9.53 -0.77 4.10
S 7.54 0.79 4.60
C 6.05 1.01 3.68
C 4.98 0.14 3.85
C 3.82 0.30 3.11
C 3.69 1.34 2.17
C 4.77 2.22 2.03
C 5.93 2.06 2.77
C 2.51 1.46 1.39
C 1.49 1.50 0.71
H 8.71 -1.32 1.77
H 7.28 -0.24 1.85
H 7.24 -1.81 2.63
H 5.06 -0.66 4.57
H 2.99 -0.39 3.24
H 4.68 3.03 1.32
H 6.76 2.75 2.64
C -3.22 -2.48 0.80
Si -2.69 -2.52 -0.99
C -2.73 -4.31 -1.57
C -3.88 -1.53 -2.04
Sb -0.43 -1.35 -1.18
Si 0.52 -2.43 -3.29
C -0.41 -1.66 -4.72
C 2.35 -1.99 -3.41
C 0.40 -4.30 -3.43
Si 0.86 -2.52 0.68
C 2.69 -2.20 0.42
C 0.55 -4.37 0.77
C 0.31 -1.71 2.28
H -4.25 -2.85 0.89
H -3.19 -1.48 1.23
H -2.58 -3.12 1.41
H -3.71 -4.75 -1.32
H -1.96 -4.91 -1.10
H -2.61 -4.37 -2.65
H -4.91 -1.90 -1.94
H -3.61 -1.58 -3.10
H -3.87 -0.47 -1.75
H -0.35 -0.57 -4.70
H -1.47 -1.92 -4.67
H -0.02 -2.01 -5.68
H 2.57 -0.97 -3.11
H 2.69 -2.12 -4.44
H 2.94 -2.66 -2.78
H -0.62 -4.63 -3.59
H 0.77 -4.79 -2.53
H 1.01 -4.64 -4.27
H 3.06 -2.68 -0.48
H 3.27 -2.58 1.27
H 2.86 -1.12 0.35
H 0.81 -4.87 -0.17
H -0.51 -4.58 0.97
H 1.14 -4.82 1.57
H 0.55 -0.65 2.25
H 0.83 -2.17 3.13
H -0.76 -1.82 2.44
Br -2.71 5.43 4.44
C -3.74 5.16 2.87
C -5.12 5.18 2.99
C -5.92 4.99 1.88
C -5.34 4.77 0.64
C -3.96 4.74 0.52
C -3.15 4.93 1.63
I -1.09 4.82 1.34
H -5.56 5.36 3.97
H -7.00 5.00 1.99
H -5.96 4.61 -0.24
H -3.50 4.55 -0.44
Cl -2.13 1.05 1.73
C -3.04 1.49 0.29
C -2.31 1.87 -0.82
C -3.09 2.19 -1.92
Cl -2.28 2.64 -3.42
C -4.49 2.15 -1.94
Cl -5.39 2.58 -3.35
C -5.16 1.74 -0.79
Cl -6.89 1.67 -0.77
C -4.43 1.40 0.35
Cl -5.26 0.91 1.78

Entry 3:
Below is an isolated ion of composition C10H22N2O2P and charge +1, with properties calculated with ωB97M-V with the def2-TZVPD basis set.

Summary:
LUMO energy (eV): -3.266
HOMO (Eh): -0.46095
E (a.u.): -995.300988
Structure (SMILES): CCN(CC[C@@H]1C[C@H]([PH2]=O)C[NH2+]1)C(C)=O
Kohn-Sham gap (eV): 9.28
Charge: +1

CARTESIAN COORDINATES (ANGSTROEM)
C -2.87 2.67 0.26
C -1.46 2.18 0.61
N -1.23 0.72 0.47
C -1.10 0.00 1.73
C -0.01 -1.10 1.64
C 1.09 -0.61 0.74
C 1.07 -1.12 -0.72
C 2.24 -0.27 -1.26
P 2.76 -0.68 -2.97
O 3.95 0.10 -3.31
C 3.30 -0.57 -0.14
N 2.52 -1.02 1.07
C -2.10 0.09 -0.46
C -3.29 -0.72 -0.03
O -1.90 0.23 -1.60
H -2.97 3.67 0.68
H -3.65 2.05 0.70
H -2.96 2.77 -0.81
H -1.15 2.55 1.58
H -0.82 2.66 -0.12
H -0.75 0.68 2.49
H -2.02 -0.43 2.11
H 0.41 -1.18 2.64
H -0.40 -2.07 1.36
H 1.20 0.46 0.64
H 1.40 -2.16 -0.61
H 0.12 -1.07 -1.22
H 1.87 0.74 -1.33
H 1.67 -0.27 -3.78
H 2.90 -2.07 -3.11
H 3.81 0.37 -0.02
H 3.90 -1.36 -0.54
H 2.52 -2.02 1.23
H 2.82 -0.46 1.87
H -3.04 -1.66 0.47
H -3.93 -0.16 0.64
H -3.89 -0.96 -0.89

Entry 4:
Below is one molecule with the formula C5H12N2O, with properties calculated with ωB97M-V with the def2-TZVPD basis set.

Summary:
LUMO energy (eV): 1.026
HOMO (Eh): -0.33867
E (a.u.): -382.349268
Structure (SMILES): C=N[C@H](C)N(C)OC
Kohn-Sham gap (eV): 10.24

CARTESIAN COORDINATES (ANGSTROEM)
C 1.93 -1.67 0.04
N 1.94 -0.48 -0.36
C 0.64 0.32 -0.61
C 1.01 1.80 -0.52
N -0.32 -0.19 0.31
C -0.25 0.31 1.67
O -1.62 0.33 -0.32
C -2.39 -0.74 -0.79
H 2.88 -2.19 0.08
H 1.05 -2.22 0.36
H 0.34 0.05 -1.63
H 1.66 2.05 -1.36
H 0.11 2.41 -0.57
H 1.54 2.01 0.40
H -0.43 1.39 1.75
H 0.74 0.07 2.06
H -1.01 -0.21 2.26
H -3.24 -0.30 -1.32
H -2.76 -1.36 0.03
H -1.82 -1.37 -1.49

Entry 5:
Below is one molecule with the formula C4H6N2OS, with properties calculated with ωB97M-V with the def2-TZVPD basis set.

Summary:
LUMO energy (eV): 0.699
HOMO (Eh): -0.30568
E (a.u.): -738.879301
Structure (SMILES): Cn1[nH]cc(S)c1=O
Kohn-Sham gap (eV): 9.02

CARTESIAN COORDINATES (ANGSTROEM)
C -1.43 1.45 -0.03
N -0.67 0.21 0.15
N -0.19 -0.17 1.40
C 0.99 -0.94 1.20
C 1.27 -1.04 -0.16
S 2.27 -1.92 -1.31
C 0.25 -0.21 -0.83
O 0.11 0.12 -1.97
H -0.88 2.38 0.21
H -2.34 1.43 0.73
H -1.92 1.49 -1.10
H -1.00 -0.67 1.89
H 1.55 -1.50 1.99
H 1.99 -0.62 -2.18

Entry 6:
Below is a 2-piece molecular cluster, C5H10O overall, with properties calculated with ωB97M-V with the def2-TZVPD basis set.

Summary:
LUMO energy (eV): 1.180
HOMO (Eh): -0.31400
E (a.u.): -271.647949
Structure (SMILES): COC1=CCC1.[H][H]
Kohn-Sham gap (eV): 9.72

CARTESIAN COORDINATES (ANGSTROEM)
C -1.86 1.37 -0.07
O -0.80 1.08 0.84
C -0.12 -0.03 0.54
C -0.22 -1.06 -0.31
C 1.11 -1.64 0.13
C 1.21 -0.43 1.12
H -2.55 0.52 -0.14
H -1.46 1.59 -1.06
H -2.39 2.24 0.33
H -0.94 -1.35 -1.07
H 1.90 -1.64 -0.62
H 1.07 -2.62 0.61
H 1.21 -0.69 2.19
H 2.02 0.27 0.91
H 1.03 1.54 -1.78
H 0.79 0.85 -1.61

Entry 7:
Below is C3H6O3Sr as an isolated structure, with properties calculated with ωB97M-V with the def2-TZVPD basis set.

Summary:
LUMO energy (eV): -1.010
HOMO (Eh): -0.26031
E (a.u.): -374.278795
Kohn-Sham gap (eV): 6.07

CARTESIAN COORDINATES (ANGSTROEM)
O 0.47 2.75 1.10
C -0.02 1.83 0.45
C 0.45 0.40 0.73
O -0.19 -0.51 -0.14
C 0.16 -1.88 0.07
Sr -2.02 0.38 -1.56
H 0.22 0.15 1.78
H 1.53 0.35 0.56
H -0.36 -2.48 -0.69
H 1.24 -2.00 -0.09
H -0.16 -2.19 1.08
O -0.78 1.97 -0.58
H -0.53 1.22 -2.70

Entry 8:
Below is C9H6ClLuNO4 as an isolated structure, with properties calculated with ωB97M-V with the def2-TZVPD basis set.

Summary:
LUMO energy (alpha / beta) (eV): -16.450 / -16.449
HOMO (alpha / beta) (Eh): -0.73525 / -0.73532
E (a.u.): -2396.329505
Kohn-Sham gap (alpha / beta) (eV): 3.56 / 3.56
Charge: +3

CARTESIAN COORDINATES (ANGSTROEM)
Lu 0.00 0.00 0.00
C -1.57 -0.01 1.01
O -2.54 -0.01 1.64
C -0.95 -0.86 -1.42
O -1.55 -1.37 -2.25
C 0.47 -1.71 0.71
O 0.73 -2.73 1.16
C -0.47 1.71 -0.72
O -0.78 2.73 -1.13
H 1.66 0.19 -0.64
H 1.27 -0.17 -1.25
Cl 0.47 2.71 5.22
C 1.32 2.01 3.85
C 2.71 2.02 3.81
C 3.37 1.46 2.72
C 2.63 0.89 1.68
N 1.26 0.89 1.73
C 0.61 1.44 2.79
H 3.28 2.46 4.62
H 4.45 1.46 2.68
H 3.16 0.46 0.85
H -0.47 1.45 2.83

Entry 9:
Below is C24H22GaN5SSe2 as an isolated structure, with properties calculated with ωB97M-V with the def2-TZVPD basis set.

Summary:
LUMO energy (eV): -6.005
HOMO (Eh): -0.48655
E (a.u.): -8327.013996
Kohn-Sham gap (eV): 7.24
Charge: +2

CARTESIAN COORDINATES (ANGSTROEM)
Ga -0.17 -0.06 0.17
C -2.35 0.46 2.74
C -0.97 0.08 3.18
C -0.71 -0.08 4.55
C 0.56 -0.34 4.98
C 1.62 -0.39 4.05
C 2.95 -0.57 4.47
C 3.95 -0.60 3.54
C 3.66 -0.42 2.18
C 2.37 -0.23 1.74
S 2.11 0.08 0.03
C 1.30 -0.23 2.68
N 0.00 -0.05 2.27
H -2.80 1.12 3.48
H -3.00 -0.41 2.67
H -2.33 0.97 1.78
H -1.53 0.00 5.25
H 0.78 -0.48 6.03
H 3.16 -0.68 5.52
H 4.98 -0.75 3.84
H 4.46 -0.43 1.45
Se -0.23 1.44 -2.31
Se -2.51 1.66 -2.33
C -3.06 0.21 -1.18
C -4.39 -0.17 -1.35
C -4.88 -1.22 -0.61
C -4.03 -1.89 0.27
C -2.73 -1.45 0.38
N -2.25 -0.40 -0.32
C 0.10 2.66 -0.85
C 0.69 3.89 -1.04
C 0.93 4.67 0.08
C 0.53 4.20 1.32
C -0.05 2.95 1.41
N -0.26 2.18 0.34
H -5.00 0.36 -2.07
H -5.91 -1.54 -0.73
H -4.37 -2.73 0.85
H -2.03 -1.94 1.04
H 0.96 4.22 -2.04
H 1.41 5.64 -0.02
H 0.69 4.79 2.21
H -0.37 2.55 2.37
C 0.59 -3.42 1.57
C 0.46 -3.16 0.11
N -0.08 -2.10 -0.47
C -0.02 -2.30 -1.84
C 0.54 -3.51 -2.08
N 0.83 -4.04 -0.84
H 0.35 -2.53 2.14
H 1.61 -3.72 1.81
H -0.07 -4.23 1.88
H -0.40 -1.59 -2.54
H 0.75 -4.03 -2.99
H 1.28 -4.92 -0.67

Entry 10:
Below is a 2-piece molecular cluster, CH5FN2 overall, with properties calculated with ωB97M-V with the def2-TZVPD basis set.

Summary:
LUMO energy (alpha / beta) (eV): 0.570 / 0.570
HOMO (alpha / beta) (Eh): -0.34147 / -0.34152
E (a.u.): -250.340201
Kohn-Sham gap (alpha / beta) (eV): 9.86 / 9.86

CARTESIAN COORDINATES (ANGSTROEM)
C 1.07 -0.24 -0.36
N -0.90 0.69 0.63
N -0.16 -0.32 0.44
F -1.18 -1.52 -0.55
H 0.76 -0.17 -1.52
H 1.46 0.62 0.08
H 1.46 -1.19 -0.15
H -0.83 1.57 0.12
H -1.69 0.56 1.29

Entry 11:
Below is an isolated ion of composition C4H11N2S and charge -1, with properties calculated with ωB97M-V with the def2-TZVPD basis set.

Summary:
LUMO energy (eV): 3.696
HOMO (Eh): -0.08880
E (a.u.): -666.672492
Structure (SMILES): C[C@H](C[S-])NCN
Kohn-Sham gap (eV): 6.11
Charge: -1

CARTESIAN COORDINATES (ANGSTROEM)
C 0.33 -1.74 -0.63
C 0.28 -0.84 0.60
C -1.30 -0.76 1.11
S -1.85 -2.28 1.92
N 0.96 0.48 0.29
C 0.03 1.38 -0.59
N 0.51 2.73 -0.96
H 1.46 -1.83 -1.04
H 0.13 -2.95 -0.36
H -0.35 -1.41 -1.40
H 0.77 -1.22 1.51
H -1.30 0.09 1.87
H -1.99 -0.35 0.26
H 1.01 0.95 1.20
H -0.97 1.48 -0.08
H 0.03 0.88 -1.53
H 0.97 2.49 -1.82
H 1.28 2.91 -0.36

Entry 12:
Below is a 3-piece molecular cluster, C4H13NO2S overall, with properties calculated with ωB97M-V with the def2-TZVPD basis set.

Summary:
LUMO energy (alpha / beta) (eV): 3.460 / 1.376
HOMO (alpha / beta) (Eh): -0.13961 / -0.13935
E (a.u.): -763.556890
Kohn-Sham gap (alpha / beta) (eV): 7.26 / 5.17
Charge: -1
Spin multiplicity: 2
<S²>: 0.75

CARTESIAN COORDINATES (ANGSTROEM)
C -1.64 0.22 0.26
N -1.24 -1.17 0.27
C -0.69 -1.59 1.63
O 0.66 -1.45 1.65
C -0.60 1.24 0.73
C 0.70 1.23 -0.08
S 0.51 1.93 -1.74
H -2.62 0.44 0.66
H -1.82 0.52 -0.81
H 1.58 2.49 -4.81
H -1.20 -1.02 2.41
H -1.06 -2.64 1.83
H 1.40 -1.98 0.57
H -1.07 2.23 0.83
H -0.38 0.89 1.74
H 1.39 1.95 0.46
H 1.06 0.20 -0.14
H 0.91 2.47 -4.49
H -0.49 -1.34 -0.38
H 2.77 -2.40 -0.20
O 1.85 -2.21 -0.38